Record 1
DFT (wB97M-V/def2-TZVPD) results for a 7-piece molecular cluster, C4H24NO7 overall.

XYZ file:
```
36
C4H24NO7 wB97M-V/def2-TZVPD
C -0.17426 1.09020 1.12591
C 0.98870 0.40153 0.59912
C 0.80498 -0.06562 -0.88014
C -0.34497 -1.04144 -1.01173
O 2.13645 -0.65873 -1.07048
N 1.34598 -0.76568 1.46862
H -0.39596 2.11471 0.66045
H -1.19741 0.69028 0.99950
H 0.03071 1.41976 2.14260
H 1.90959 1.10939 0.51410
H 0.72462 0.81609 -1.62697
H -1.05159 -1.03797 -0.21507
H -1.02155 -0.99767 -1.85346
H 0.06412 -2.03622 -0.76671
H 2.10383 -1.03431 -1.97320
H 1.83731 -1.32009 0.75651
H 2.00185 -0.62033 2.28810
H 0.56215 -1.27479 1.87393
H 3.46024 -1.14155 3.76179
H 4.26481 -0.42383 2.54162
O 3.59830 -1.05879 2.81524
H -3.02319 -1.61384 -0.90029
H -3.98448 -0.72598 0.06427
O -3.12303 -1.13923 -0.00211
H 2.25690 1.60539 -1.75195
H 2.91170 3.07976 -1.91267
O 2.18718 2.42183 -2.13107
H -2.95397 0.28948 -2.66971
H -3.61704 -0.73101 -3.47700
O -3.02153 -0.64089 -2.67225
H -2.14194 -1.58189 3.14689
H -2.97756 -1.75577 1.76280
O -2.22712 -2.08133 2.35729
H -0.01011 2.75173 -1.62739
H -1.08983 3.44500 -1.02033
O -0.83390 2.51180 -1.31622
```

Computed properties:
total charge: +1
2S+1: 1
energy relative to the best compared isomer or geometry (same formula, charge and spin): 38.3 kcal per mole
maximum force: 0.1027 Eh/bohr
HOMO level: -13.65 eV
lowest unoccupied orbital energy: -2.68 eV
energy: -747.94517 hartree
Kohn-Sham gap: 10.969 eV


Record 2
DFT (wB97M-V/def2-TZVPD) results for C46H34BClF2N2O2PRu as an isolated structure.

XYZ file:
```
90
C46H34BClF2N2O2PRu wB97M-V/def2-TZVPD
Ru -0.50959 -0.53610 -0.88187
Cl 3.02198 -1.51636 -0.45935
C 2.50798 -2.24029 1.04485
C 3.20920 -3.35275 1.47508
C 2.86791 -3.95034 2.67927
C 1.84106 -3.41906 3.44372
C 1.16155 -2.28913 3.00535
C 1.46899 -1.68067 1.79028
P 0.58261 -0.19036 1.16601
C -0.51860 0.27026 2.54827
C -0.28468 1.37685 3.35771
C -1.18306 1.71264 4.36300
C -2.31273 0.93945 4.57527
C -2.55017 -0.17372 3.77893
C -1.66127 -0.49915 2.76939
C 1.89895 1.06894 1.27653
C 1.62838 2.33033 0.75139
C 2.57779 3.33858 0.81553
C 3.80684 3.09570 1.41224
C 4.07523 1.84817 1.95687
C 3.12652 0.83763 1.89120
H 4.01814 -3.74164 0.87159
H 3.41392 -4.82098 3.01881
H 1.57371 -3.87464 4.38822
H 0.36856 -1.87441 3.61329
H 0.58782 1.99530 3.19564
H -0.99934 2.58586 4.97519
H -3.01028 1.20347 5.35963
H -3.44040 -0.77097 3.92543
H -1.85270 -1.35538 2.13448
H 0.65681 2.52622 0.31517
H 2.35513 4.31113 0.39553
H 4.55263 3.87895 1.45908
H 5.02591 1.65772 2.43807
H 3.35123 -0.12734 2.32613
O 0.63144 -7.71552 1.69879
C 1.54136 -7.19130 0.84852
O 2.60134 -7.72605 0.69191
C 1.14157 -5.93416 0.13740
C 1.75053 -5.65986 -1.08335
C 1.40901 -4.52565 -1.79609
C 0.47674 -3.63553 -1.27358
C -0.09430 -3.88157 -0.03562
C 0.22005 -5.03552 0.66007
N 0.03800 -2.45203 -1.94156
C 0.01810 -2.37188 -3.20847
C -0.69438 -1.24534 -3.82439
C -0.76942 -1.11071 -5.19703
C -1.55619 -0.09294 -5.72039
C -2.24657 0.72368 -4.84750
C -2.11657 0.52051 -3.47738
N -1.34135 -0.43128 -2.97217
H -0.20384 -7.23737 1.63375
H 2.49794 -6.34687 -1.45683
H 1.91304 -4.31551 -2.73066
H -0.79187 -3.15266 0.36119
H -0.21838 -5.18988 1.63948
H 0.40732 -3.15666 -3.85728
H -0.22625 -1.79371 -5.83665
H -1.63500 0.04809 -6.78989
H -2.88313 1.51879 -5.20803
H -2.63489 1.14293 -2.76108
C -2.47481 0.22622 -0.23645
C -1.75934 1.23855 -0.53636
C -1.33694 2.52138 -0.78923
C -0.40323 2.79020 -1.88833
C -0.49810 3.96923 -2.64724
C 0.33992 4.21371 -3.72198
C 1.31048 3.28945 -4.09455
C 1.41969 2.11194 -3.36946
C 0.58572 1.87791 -2.28796
C -1.90142 3.60350 0.04335
C -1.21019 4.80413 0.25145
C -1.72781 5.80364 1.06046
C -2.94927 5.63261 1.69748
C -3.63491 4.43723 1.52480
C -3.11915 3.43752 0.71592
H -1.26438 4.69164 -2.39634
H 0.22814 5.13407 -4.28216
H 1.97082 3.48696 -4.92857
H 2.17173 1.37699 -3.63205
H 0.72112 0.94424 -1.73112
H -0.24447 4.94990 -0.21837
H -1.16701 6.71974 1.20213
H -3.35794 6.41647 2.32202
H -4.58243 4.27910 2.02555
H -3.66022 2.50565 0.60714
F -3.81752 -1.84728 -0.51303
B -3.64207 -0.63842 0.05162
F -4.58677 -0.29220 0.94217
```

Computed properties:
2S+1: 2
energy relative to the best compared isomer or geometry (same formula, charge and spin): 21.6 kcal per mole
maximum force: 0.0359 Eh/bohr
HOMO level (alpha / beta): -5.84 / -5.80 eV
lowest unoccupied orbital energy (alpha / beta): -1.26 / -1.30 eV
energy: -3154.43350 hartree
Kohn-Sham gap (alpha / beta): 4.586 / 4.506 eV


Record 3
DFT (wB97M-V/def2-TZVPD) results for a 2-piece molecular cluster, C4H8BrO2S overall.

XYZ file:
```
16
C4H8BrO2S wB97M-V/def2-TZVPD
Br -2.95776 -1.49529 2.56025
C 0.91984 1.03547 0.44070
C 0.07109 1.31740 -0.83896
C -0.51254 -0.04057 -1.36607
S 0.09354 -1.41486 -0.27533
O 1.43125 -1.86679 -0.73986
O -0.86123 -2.51851 0.04771
C 0.38522 -0.27074 1.12860
H 0.94351 1.88367 1.12487
H 1.97050 0.77934 0.30431
H 0.72444 1.87876 -1.50688
H -0.86845 1.85681 -0.71898
H -0.19861 -0.38315 -2.35207
H -1.60187 -0.05305 -1.33011
H 1.01822 -0.69330 1.90889
H -0.55721 -0.01512 1.61294
```

Computed properties:
total charge: -1
2S+1: 1
energy relative to the best compared isomer or geometry (same formula, charge and spin): 19.2 kcal per mole
maximum force: 0.0724 Eh/bohr
HOMO level: -3.43 eV
lowest unoccupied orbital energy: 3.16 eV
energy: -3279.93825 hartree
Kohn-Sham gap: 6.594 eV


Record 4
DFT (wB97M-V/def2-TZVPD) results for a 2-piece molecular cluster, C5H12ClNOSi overall.

XYZ file:
```
21
C5H12ClNOSi wB97M-V/def2-TZVPD
C 0.39443 -3.82832 0.72899
C 0.59226 -2.59031 1.14525
C -0.21829 3.18487 -0.09103
C 1.02487 -1.47092 0.25876
C -0.70268 2.29595 1.04002
N -0.32615 0.69156 -2.97751
O -0.11238 1.02024 0.95523
Si -0.39322 -0.23086 -0.00713
Cl -2.26544 -0.93767 0.11113
H 0.07683 -4.60958 1.39730
H 0.54857 -4.10923 -0.29973
H 0.42009 -2.33196 2.18491
H -0.48061 2.73632 -1.04816
H -0.67018 4.16874 -0.00738
H 0.86486 3.28424 -0.04043
H 1.35194 -1.87472 -0.69971
H 1.86460 -0.93905 0.70708
H -1.79371 2.20027 1.01486
H -0.40540 2.70342 2.01237
H -0.44885 -0.23059 -3.39410
H 0.67844 0.86760 -2.99071
```

Computed properties:
2S+1: 1
energy relative to the best compared isomer or geometry (same formula, charge and spin): 21.9 kcal per mole
maximum force: 0.0484 Eh/bohr
HOMO level (alpha / beta): -7.30 / -9.20 eV
lowest unoccupied orbital energy (alpha / beta): -0.21 / -0.23 eV
energy: -1077.35415 hartree
Kohn-Sham gap (alpha / beta): 7.093 / 8.971 eV